Record 1
Here is the molecule C5H7NO from the Open Molecules 2025 dataset. Energies are from the ωB97M-V functional and the def2-TZVPD basis.

Geometry (Å):
C1 -1.443 -1.115 0.068
C2 -0.455 0.020 0.369
C3 -0.942 1.286 -0.210
N1 -1.310 2.286 -0.663
C4 0.968 -0.303 -0.135
C5 1.885 0.902 -0.090
O1 2.379 1.302 0.934
H1 -2.437 -0.878 0.458
H2 -1.096 -2.045 0.529
H3 -1.529 -1.277 -1.012
H4 -0.398 0.178 1.452
H5 1.397 -1.070 0.517
H6 0.915 -0.688 -1.159
H7 2.065 1.402 -1.058

**E**: -324.69375 Eh
**E_LUMO**: 0.70 eV
**Gap between HOMO and LUMO**: 0.403 Ha
**Charge**: 0
**SMILES**: C[C@H](C#N)CC=O
**Relative energy (zero: lowest compared OMol25 entry of this formula, charge and spin)**: 19.3 kcal per mole


Record 2
Here is a structure of composition C5H7NO from the Open Molecules 2025 dataset. Energies are from the ωB97M-V functional and the def2-TZVPD basis.

Geometry (Å):
C1 1.471 1.557 -0.379
C2 0.168 0.843 -0.635
C3 0.153 -0.410 -1.216
N1 0.063 -1.593 -1.331
C4 -0.096 -0.985 0.582
O1 0.852 -1.242 1.232
C5 -1.569 -1.167 0.800
H1 2.166 0.875 0.120
H2 1.978 1.927 -1.284
H3 1.309 2.433 0.256
H4 -0.729 1.442 -0.754
H5 -1.793 -0.824 1.818
H6 -1.812 -2.230 0.727
H7 -2.158 -0.627 0.062

**E**: -324.60190 Eh
**E_LUMO**: 0.69 eV
**Gap between HOMO and LUMO**: 0.333 Ha
**Charge**: 0
**Relative energy (zero: lowest compared OMol25 entry of this formula, charge and spin)**: 76.9 kcal per mole


Record 3
Here is the molecule C5H7NO from the Open Molecules 2025 dataset. Energies are from the ωB97M-V functional and the def2-TZVPD basis.

Geometry (Å):
C1 -1.790 0.232 0.091
C2 -0.595 -0.708 0.258
C3 0.729 -0.129 -0.221
C4 0.597 0.730 -1.400
N1 0.389 1.417 -2.306
C5 1.910 0.071 0.639
O1 1.827 -1.023 -0.257
H1 -1.646 1.182 0.616
H2 -2.692 -0.242 0.489
H3 -1.970 0.459 -0.964
H4 -0.483 -1.014 1.304
H5 -0.766 -1.620 -0.326
H6 2.647 0.830 0.379
H7 1.842 -0.183 1.697

**E**: -324.66005 Eh
**E_LUMO**: 0.83 eV
**Gap between HOMO and LUMO**: 0.441 Ha
**Charge**: 0
**SMILES**: CC[C@@]1(C#N)CO1
**Relative energy (zero: lowest compared OMol25 entry of this formula, charge and spin)**: 40.4 kcal per mole